Molecular formula: C48H26BBr2N10O2Sc
Method: DFT, ωB97M-V/def2-TZVPD

The geometry in ORCA input format:
```
! RIJCOSX wB97M-V def2-TZVPD def2/J DEFGRID3
* xyz 0 1
Sc 0.12 -0.24 0.07
C 4.87 2.00 4.62
C 3.99 1.41 5.59
C 2.79 0.90 5.21
C 2.41 1.01 3.85
C 1.30 0.46 3.20
N 0.41 -0.36 3.73
C -0.37 -1.23 3.10
C -0.86 -2.41 3.84
C -0.69 -2.78 5.16
C -1.25 -4.00 5.56
C -1.94 -4.79 4.65
C -2.11 -4.40 3.33
C -1.54 -3.20 2.94
C -1.61 -2.45 1.65
N -2.93 -2.50 1.01
C -1.33 -2.17 -0.89
N 0.16 -2.06 -0.94
C 0.54 -2.04 -2.21
N 1.65 -1.52 -2.74
C 2.36 -0.62 -2.07
N 2.09 0.00 -0.91
C 3.14 0.92 -0.63
N 3.39 1.54 0.46
C 2.73 1.45 1.63
N 1.40 0.89 1.80
C 3.28 1.59 2.89
C 4.55 2.09 3.31
C 4.05 0.90 -1.78
C 5.21 1.62 -2.05
C 5.87 1.34 -3.24
C 5.40 0.36 -4.12
C 4.25 -0.35 -3.84
C 3.59 -0.06 -2.66
C -0.54 -2.59 -3.06
C -0.56 -2.90 -4.41
C -1.76 -3.37 -4.94
C -2.89 -3.50 -4.14
C -2.87 -3.16 -2.79
C -1.68 -2.70 -2.27
N -0.77 -1.27 1.83
H 5.83 2.38 4.96
H 4.31 1.36 6.62
H 2.11 0.44 5.91
H -0.15 -2.15 5.85
H -1.14 -4.33 6.58
H -2.37 -5.73 4.99
H -2.68 -5.01 2.63
H 5.23 2.52 2.58
H 5.57 2.37 -1.36
H 6.78 1.88 -3.48
H 5.95 0.17 -5.04
H 3.87 -1.11 -4.51
H 0.33 -2.79 -5.01
H -1.81 -3.64 -5.99
H -3.81 -3.87 -4.58
H -3.76 -3.25 -2.19
Br -6.10 0.02 0.16
C -4.38 -0.81 -0.22
C -3.87 -1.48 0.84
C -1.82 -3.00 0.27
N -1.71 -0.79 -0.67
C -2.50 -0.09 -1.52
C -3.85 -0.26 -1.45
C -1.79 0.99 -2.23
C -2.31 1.72 -3.29
C -1.54 2.72 -3.84
Br -2.20 3.73 -5.28
C -0.27 2.99 -3.33
C 0.16 2.22 -2.27
N -0.56 1.24 -1.73
H -4.41 -1.36 1.77
H -1.81 -4.08 0.13
H -4.53 0.24 -2.12
H -3.29 1.49 -3.68
H 0.35 3.77 -3.74
H 1.14 2.40 -1.84
O 0.57 3.25 1.18
B 0.40 1.94 1.55
O -0.91 1.51 1.35
C -1.58 2.62 0.87
C -2.90 2.73 0.50
C -3.29 3.97 0.00
C -2.39 5.03 -0.10
C -1.06 4.90 0.28
C -0.68 3.67 0.77
H -3.58 1.89 0.58
H -4.32 4.11 -0.31
H -2.74 5.98 -0.50
H -0.35 5.72 0.20
*
```

- ΔE to the lowest compared entry with this formula, charge and spin (kcal per mole) = 81.6
- lowest unoccupied orbital energy (hartree) = -0.0370
- gap between HOMO and LUMO (eV) = 5.22

Results of the Mulliken charge analysis, in e, for atoms 1 through 5: number 1, Sc, carries -1.32; number 2, C, carries -0.49; number 3, C, carries -0.62; number 4, C, carries -0.75; number 5, C, carries 0.43

---

Molecular formula: C48H28Cl2LaN9O3
Method: DFT, ωB97M-V/def2-TZVPD

The geometry in ORCA input format:
```
! RIJCOSX wB97M-V def2-TZVPD def2/J DEFGRID3
* xyz -2 1
La -20.49 4.10 5.26
C -22.73 9.10 9.08
C -21.39 9.45 9.01
C -20.44 8.95 8.22
C -20.89 7.94 7.37
C -20.24 7.21 6.42
N -18.96 7.49 5.96
C -18.35 6.82 5.05
C -17.11 7.18 4.39
C -16.28 8.30 4.67
C -15.17 8.41 3.86
C -14.90 7.52 2.82
C -15.77 6.48 2.59
C -16.86 6.29 3.40
C -17.98 5.32 3.44
N -18.00 4.35 2.62
C -19.05 3.55 2.28
N -20.29 3.47 2.89
C -21.22 2.96 2.08
N -22.55 3.07 2.32
C -23.16 3.68 3.29
N -22.64 4.34 4.40
C -23.64 5.01 5.07
N -23.55 5.96 5.96
C -22.38 6.57 6.38
N -21.15 6.37 5.83
C -22.23 7.54 7.40
C -23.21 8.16 8.25
C -24.90 4.67 4.38
C -26.24 4.83 4.75
C -27.20 4.28 3.91
C -26.85 3.55 2.72
C -25.52 3.40 2.35
C -24.57 3.93 3.27
C -20.59 2.61 0.85
C -21.12 2.01 -0.33
C -20.24 1.67 -1.31
C -18.91 2.18 -1.22
C -18.41 2.77 -0.11
C -19.24 2.95 1.01
N -18.86 5.73 4.40
H -23.35 9.54 9.82
H -21.05 10.30 9.68
H -19.41 9.26 8.28
H -16.46 8.97 5.49
H -14.41 9.18 4.02
H -14.00 7.52 2.21
H -15.63 5.76 1.81
H -24.23 7.77 8.22
H -26.56 5.29 5.67
H -28.28 4.38 4.13
H -27.60 3.08 2.07
H -25.23 2.75 1.58
H -22.14 1.73 -0.42
H -20.52 1.17 -2.21
H -18.21 2.03 -2.03
H -17.35 3.04 -0.04
C -23.80 4.80 10.48
H -24.24 5.32 9.63
H -22.82 5.19 10.62
O -27.27 16.27 -2.20
C -27.85 16.09 -1.26
Cl -24.75 5.12 11.96
C -23.77 3.30 10.27
C -25.00 2.58 10.17
C -25.01 1.23 9.83
C -23.82 0.64 9.50
C -22.61 1.31 9.63
Cl -21.15 0.38 9.55
C -22.57 2.65 10.05
N -21.38 3.42 10.13
C -20.28 3.21 11.06
C -20.45 2.48 12.21
C -19.46 2.30 13.15
C -18.18 2.76 12.89
C -17.99 3.44 11.66
C -18.99 3.64 10.75
C -18.65 4.26 9.43
C -19.02 3.27 8.29
O -18.32 2.24 8.18
O -20.10 3.54 7.63
H -25.95 3.10 10.43
H -25.92 0.71 9.80
H -23.81 -0.39 9.14
H -21.08 3.58 9.13
H -21.49 2.10 12.28
H -19.70 1.71 14.03
H -17.38 2.53 13.53
H -16.98 3.77 11.44
H -17.58 4.32 9.42
H -19.14 5.25 9.31
*
```

- ΔE to the lowest compared entry with this formula, charge and spin (kcal per mole) = 14.1
- lowest unoccupied orbital energy (hartree) = 0.1189
- gap between HOMO and LUMO (eV) = 3.60

Results of the Mulliken charge analysis, in e, for atoms 1 through 5: number 1, La, carries 1.10; number 2, C, carries -0.94; number 3, C, carries -0.25; number 4, C, carries -0.61; number 5, C, carries 0.76

---

Molecular formula: C48H29N8RhS5Te
Method: DFT, ωB97M-V/def2-TZVPD

The geometry in ORCA input format:
```
! RIJCOSX wB97M-V def2-TZVPD def2/J DEFGRID3
* xyz 0 1
Rh -0.69 0.42 -0.56
C -4.02 -5.13 0.08
C -4.41 -4.57 1.31
C -4.09 -3.27 1.64
C -3.35 -2.54 0.72
C -2.80 -1.19 0.76
N -3.02 -0.31 1.72
C -2.40 0.85 1.82
C -2.74 1.89 2.80
C -3.77 1.99 3.72
C -3.80 3.13 4.51
C -2.84 4.14 4.37
C -1.82 4.04 3.44
C -1.79 2.89 2.65
C -0.89 2.47 1.58
N 0.18 3.15 1.19
C 0.94 2.80 0.18
N 0.72 1.82 -0.72
C 1.72 1.80 -1.65
N 1.78 1.05 -2.74
C 0.91 0.10 -3.05
N -0.06 -0.41 -2.25
C -0.72 -1.42 -2.90
N -1.62 -2.23 -2.39
C -2.16 -2.08 -1.19
N -2.09 -0.98 -0.39
C -2.96 -3.09 -0.50
C -3.29 -4.40 -0.84
C -0.15 -1.54 -4.24
C -0.48 -2.36 -5.31
C 0.26 -2.20 -6.48
C 1.29 -1.25 -6.57
C 1.61 -0.44 -5.49
C 0.87 -0.60 -4.33
C 2.67 2.85 -1.32
C 3.86 3.24 -1.92
C 4.56 4.29 -1.33
C 4.07 4.93 -0.18
C 2.87 4.54 0.40
C 2.19 3.48 -0.18
N -1.30 1.26 1.13
H -4.29 -6.16 -0.14
H -4.97 -5.18 2.01
H -4.39 -2.83 2.58
H -4.52 1.22 3.81
H -4.59 3.24 5.25
H -2.90 5.02 5.00
H -1.08 4.81 3.32
H -2.99 -4.82 -1.79
H -1.28 -3.07 -5.24
H 0.02 -2.81 -7.34
H 1.83 -1.15 -7.50
H 2.40 0.30 -5.56
H 4.23 2.75 -2.81
H 5.49 4.62 -1.76
H 4.64 5.74 0.26
H 2.48 5.04 1.28
C -1.76 6.05 0.05
S -2.48 4.48 -0.45
C -1.51 4.07 -1.84
C -1.65 2.87 -2.45
S -2.61 1.58 -1.85
S -0.75 2.69 -3.95
C 0.11 4.17 -3.89
S 1.24 4.64 -4.97
S -0.34 5.16 -2.52
H -2.38 6.42 0.86
H -1.78 6.77 -0.77
H -0.74 5.90 0.41
Te 0.77 -2.04 0.49
C 0.48 -2.53 2.51
C -0.28 -3.65 2.83
C -0.43 -4.03 4.16
C 0.19 -3.29 5.16
C 0.94 -2.17 4.84
C 1.08 -1.78 3.52
C 2.84 -2.44 0.50
C 3.27 -3.71 0.15
C 4.62 -4.01 0.19
C 5.54 -3.04 0.57
C 5.11 -1.77 0.91
C 3.75 -1.46 0.87
H -0.76 -4.23 2.05
H -1.02 -4.90 4.41
H 0.08 -3.60 6.20
H 1.41 -1.59 5.63
H 1.66 -0.90 3.27
H 2.55 -4.46 -0.15
H 4.96 -5.00 -0.09
H 6.60 -3.28 0.60
H 5.82 -1.01 1.21
H 3.42 -0.46 1.13
*
```

- ΔE to the lowest compared entry with this formula, charge and spin (kcal per mole) = 18.2
- lowest unoccupied orbital energy (spin up / spin down) (hartree) = -0.0540 / -0.0540
- gap between HOMO and LUMO (spin up / spin down) (eV) = 4.92 / 4.91

Results of the Mulliken charge analysis, in e, for atoms 1 through 5: number 1, Rh, carries -0.59; number 2, C, carries -0.63; number 3, C, carries -0.75; number 4, C, carries -0.20; number 5, C, carries 0.31

---

Molecular formula: C48H31F5O20V4
Method: DFT, ωB97M-V/def2-TZVPD

The geometry in ORCA input format:
```
! RIJCOSX wB97M-V def2-TZVPD def2/J DEFGRID3
* xyz -2 1
O -4.06 1.84 0.32
V -3.55 1.15 1.64
O -4.88 0.74 2.45
O -1.13 4.29 3.20
V -0.29 3.21 2.42
O 1.10 3.89 2.01
O 2.64 -1.60 1.26
V 1.80 -0.62 2.24
O 2.48 -0.75 3.69
O 0.08 -2.17 -5.14
V 0.01 -0.65 -4.72
O 1.04 0.18 -5.58
C -0.73 -3.02 3.42
C -1.75 -3.62 4.23
C -3.16 -3.08 4.10
O -4.07 -3.45 4.81
C -3.40 -2.09 3.08
C -2.44 -1.57 2.27
C -0.98 -2.02 2.53
O -0.02 -1.39 1.92
O -2.72 -0.67 1.36
O -1.44 -4.42 5.09
H 0.25 -3.48 3.47
H -4.42 -1.78 2.88
C 1.27 0.44 -0.78
C 0.63 0.20 -1.98
C -0.71 0.79 -2.28
O -1.19 0.85 -3.45
C -1.39 1.48 -1.28
C -0.84 1.63 -0.02
C 0.56 1.05 0.25
O 0.91 1.11 1.46
O -1.42 2.28 0.90
O 1.17 -0.53 -2.87
H 2.25 0.05 -0.55
H -2.31 2.00 -1.52
C -2.94 0.66 5.21
C -2.50 -0.11 6.33
C -1.00 -0.37 6.46
O -0.58 -1.15 7.31
C -0.11 0.35 5.61
C -0.58 1.25 4.70
C -2.07 1.28 4.37
O -2.43 1.81 3.24
O 0.19 2.05 4.02
O -3.29 -0.60 7.11
H -3.97 0.92 5.01
H 0.96 0.29 5.75
F 3.74 0.70 1.85
C 4.48 1.12 0.80
C 5.16 0.18 0.05
C 6.12 0.59 -0.87
C 6.24 1.95 -1.11
C 5.49 2.89 -0.41
C 4.62 2.47 0.59
H 5.03 -0.87 0.29
H 6.82 -0.09 -1.34
H 7.03 2.24 -1.79
H 5.67 3.95 -0.47
H 4.02 3.15 1.18
F 2.44 4.11 -0.58
C 1.63 5.12 -0.96
C 2.14 6.41 -0.93
C 1.28 7.45 -1.22
C -0.07 7.20 -1.40
C -0.56 5.91 -1.46
C 0.31 4.85 -1.24
H 3.21 6.45 -0.81
H 1.63 8.48 -1.24
H -0.75 8.01 -1.64
H -1.61 5.67 -1.58
H -0.04 3.83 -1.25
F -1.32 -1.94 -2.56
C -1.42 -3.00 -1.71
C -0.39 -3.24 -0.82
C -0.56 -4.21 0.15
C -1.76 -4.88 0.33
C -2.78 -4.59 -0.57
C -2.62 -3.67 -1.59
H 0.51 -2.64 -0.83
H 0.29 -4.42 0.78
H -1.90 -5.62 1.10
H -3.71 -5.12 -0.40
H -3.40 -3.50 -2.31
F -8.19 -1.99 -3.32
C -7.08 -1.47 -2.73
C -6.35 -0.51 -3.41
C -5.12 -0.13 -2.91
C -4.58 -0.79 -1.81
C -5.36 -1.71 -1.13
C -6.67 -1.96 -1.51
H -6.84 -0.08 -4.28
H -4.45 0.50 -3.49
H -3.56 -0.59 -1.51
H -4.95 -2.16 -0.23
H -7.29 -2.65 -0.96
F 6.35 -0.74 -5.66
C 5.86 -1.54 -4.68
C 5.13 -0.99 -3.67
C 4.48 -1.82 -2.75
C 4.80 -3.17 -2.75
C 5.70 -3.69 -3.68
C 6.23 -2.87 -4.67
H 4.85 0.06 -3.65
H 3.77 -1.39 -2.07
H 4.36 -3.90 -2.08
H 5.90 -4.75 -3.74
H 7.02 -3.25 -5.31
*
```

- ΔE to the lowest compared entry with this formula, charge and spin (kcal per mole) = 0.0
- lowest unoccupied orbital energy (hartree) = 0.0499
- gap between HOMO and LUMO (eV) = 4.36

Results of the Mulliken charge analysis, in e, for atoms 1 through 5: number 1, O, carries -0.67; number 2, V, carries 1.04; number 3, O, carries -0.59; number 4, O, carries -0.54; number 5, V, carries 1.17

---

Molecular formula: C48H33BBiBrF7N5Sb
Method: DFT, ωB97M-V/def2-TZVPD

The geometry in ORCA input format:
```
! RIJCOSX wB97M-V def2-TZVPD def2/J DEFGRID3
* xyz 1 1
Bi 0.75 0.75 -0.43
C -3.97 1.02 -0.69
C -2.60 1.08 -1.00
N -1.67 0.91 -0.08
C -2.01 0.63 1.20
C -3.36 0.49 1.58
C -4.34 0.73 0.60
C -3.67 0.07 2.89
C -2.65 -0.28 3.73
C -1.29 -0.10 3.36
C -0.94 0.45 2.14
N 0.33 0.83 1.73
C 1.20 1.54 2.57
C 1.03 1.80 3.91
C 1.95 2.59 4.64
C 3.06 3.13 4.06
C 3.27 2.91 2.68
C 4.38 3.44 1.99
C 4.52 3.24 0.64
C 3.52 2.51 -0.03
N 2.49 2.00 0.60
C 2.34 2.15 1.94
H -4.70 1.19 -1.47
H -2.26 1.26 -2.01
H -5.38 0.66 0.87
H -4.70 -0.04 3.19
H -2.85 -0.68 4.71
H -0.53 -0.43 4.05
H 0.18 1.43 4.45
H 1.74 2.76 5.69
H 3.76 3.73 4.62
H 5.11 4.01 2.55
H 5.36 3.62 0.09
H 3.58 2.34 -1.09
Br 0.95 6.59 4.16
C 0.69 5.63 2.56
C 1.56 5.82 1.50
C 1.39 5.08 0.34
C 0.36 4.15 0.25
C -0.53 3.99 1.31
C -0.37 4.73 2.47
N 0.25 3.29 -0.87
C 0.25 3.79 -2.04
C 0.21 2.95 -3.25
C 0.37 3.54 -4.50
C 0.37 2.71 -5.62
C 0.21 1.35 -5.44
C 0.05 0.86 -4.15
N 0.04 1.64 -3.08
H 2.38 6.52 1.59
H 2.10 5.19 -0.47
H -1.34 3.28 1.23
H -1.05 4.61 3.30
H 0.27 4.87 -2.19
H 0.50 4.61 -4.59
H 0.50 3.13 -6.61
H 0.20 0.67 -6.28
H -0.09 -0.20 -3.98
F 2.83 -0.68 -0.13
B 3.30 -0.78 -1.51
F 2.64 -1.87 -2.08
F 4.66 -0.87 -1.53
F 2.83 0.41 -2.15
F 3.45 -7.52 0.24
C 2.67 -6.43 0.11
C 1.37 -6.60 -0.33
C 0.57 -5.48 -0.46
C 1.07 -4.21 -0.17
C 2.38 -4.08 0.27
C 3.19 -5.19 0.41
Sb -0.15 -2.51 -0.41
C -1.75 -3.11 0.86
C -1.48 -3.99 1.91
C -2.47 -4.36 2.80
C -3.74 -3.85 2.63
F -4.71 -4.21 3.48
C -4.04 -2.98 1.60
C -3.03 -2.60 0.73
C -1.00 -2.86 -2.33
C -0.11 -2.91 -3.40
C -0.56 -3.12 -4.70
C -1.91 -3.26 -4.91
F -2.36 -3.45 -6.16
C -2.83 -3.23 -3.88
C -2.36 -3.04 -2.58
H 1.00 -7.60 -0.55
H -0.45 -5.60 -0.81
H 2.79 -3.10 0.50
H 4.22 -5.11 0.75
H -0.49 -4.41 2.03
H -2.27 -5.05 3.62
H -5.05 -2.60 1.50
H -3.27 -1.89 -0.05
H 0.96 -2.81 -3.23
H 0.13 -3.18 -5.53
H -3.88 -3.37 -4.08
H -3.08 -3.05 -1.77
*
```

- lowest unoccupied orbital energy (hartree) = -0.1288
- gap between HOMO and LUMO (eV) = 6.68

Results of the Mulliken charge analysis, in e, for atoms 1 through 5: number 1, Bi, carries 2.18; number 2, C, carries -0.98; number 3, C, carries -0.48; number 4, N, carries 1.09; number 5, C, carries 0.62

---

How do the records compare in strongest force on any atom? In the order shown, they have 0.00819; 0.08479; 0.03988; 0.08733; 0.00724 hartree/bohr.